No. 1
Here is C38H52N2O2P2Pb as an isolated structure from OMol25. Energies are from ωB97M-V/def2-TZVPD.

The geometry in XYZ format:
```
97
Properties=species:S:1:pos:R:3:mulliken_charge:R:1
Pb -0.1325 -0.5860 -0.9273 0.571
C -0.7643 -3.7342 1.8489 0.219
C 0.5330 -3.9526 1.3117 0.868
C 0.7517 -2.5587 3.1316 0.678
C -0.6366 -2.8673 2.9776 0.496
C 1.4607 -3.2294 2.1036 0.329
C -2.0320 -4.3303 1.3835 -1.725
H -1.9521 -4.6547 0.3368 0.357
H -2.8605 -3.6137 1.4724 0.409
H -2.2976 -5.2178 1.9808 0.282
C -1.7138 -2.3748 3.8412 -0.852
H -2.6943 -2.6489 3.4271 0.339
H -1.6586 -1.2723 3.9452 0.033
H -1.6458 -2.8000 4.8576 0.311
C 1.3122 -1.7058 4.1903 -1.034
H 1.3567 -2.2237 5.1611 0.369
H 0.6938 -0.8057 4.3254 0.060
H 2.3338 -1.3988 3.9277 0.278
C 2.9312 -3.2105 1.9353 -1.657
H 3.4266 -3.9023 2.6323 0.292
H 3.3279 -2.2082 2.1317 0.401
H 3.2115 -3.5087 0.9199 0.349
C 0.8644 -4.8372 0.1737 -1.400
H 1.1688 -5.8333 0.5305 0.367
H 1.7002 -4.4345 -0.4122 0.261
H 0.0051 -4.9763 -0.4904 0.277
C -1.3848 0.3990 -5.1678 -0.531
C -1.6721 -0.9841 -4.9882 0.173
C -1.0727 -1.9653 -6.0615 -0.955
C 0.4188 -1.7383 -6.4349 -1.037
C 1.2601 -1.3171 -5.2843 -0.224
C 1.6687 -0.0011 -5.0252 -1.177
C 1.0078 1.1832 -5.7138 -0.744
C -0.4773 0.9927 -6.1686 -1.577
H -1.6750 -1.8167 -6.9637 0.407
H 0.5083 -1.0738 -7.2935 0.330
H -1.2075 -3.0202 -5.8029 0.389
H -0.5354 0.4998 -7.1356 0.383
H -1.9182 1.1339 -4.5508 0.572
H -2.7228 -1.3574 -4.8223 0.348
H -0.8890 1.9880 -6.3371 0.500
H 1.0512 2.0797 -5.0802 0.335
H 2.7053 0.2156 -4.7175 1.261
H 1.6048 1.4193 -6.6108 0.446
H 0.8172 -2.6961 -6.7818 0.477
H 1.7070 -2.1465 -4.7696 0.511
P -1.8626 -0.9010 -3.1657 0.938
C -3.3693 0.0816 -2.7815 -1.114
C -1.4463 -2.6239 -2.9266 -0.768
P 1.9482 0.0230 -2.6770 0.760
C 0.0206 0.1995 -3.0403 0.369
C 2.7199 -1.5886 -2.7770 -1.231
C 2.6602 1.6483 -2.4220 -0.949
H -3.2452 1.0406 -2.2567 0.372
H -4.0869 -0.5146 -2.2058 0.417
H -3.8352 0.2997 -3.7592 0.570
H -0.9697 -2.9963 -3.8399 0.189
H -2.3959 -3.1425 -2.8255 0.522
H -0.8003 -2.9277 -2.1005 0.056
H 2.7771 2.0912 -3.4191 0.403
H 3.6625 1.5340 -1.9775 0.433
H 2.0762 2.3066 -1.7815 0.255
H -0.2070 1.2520 -3.3319 0.662
H 0.1422 -0.5718 -3.8510 -1.142
H 3.3697 -1.7921 -1.9220 0.452
H 3.3545 -1.5901 -3.6719 0.504
H 2.0201 -2.4155 -2.8528 0.377
O -0.0134 1.9661 -0.1888 -0.773
C -0.2259 2.0362 1.0512 0.026
N -0.3368 3.2078 1.7963 0.031
C -0.3857 2.9126 3.2010 2.739
C -0.6623 1.3522 3.1389 -0.243
O -0.9884 0.7152 4.1068 -0.799
N -0.4336 0.9283 1.8506 -0.197
C 0.9547 3.1681 3.9067 -0.298
C 1.2100 2.4911 5.0898 0.090
C 2.4227 2.6483 5.7681 -1.045
C 3.3938 3.5032 5.2417 -0.465
C 3.1433 4.2114 4.0665 -0.839
C 1.9192 4.0416 3.3701 -0.528
C -1.5450 3.6288 3.8935 -0.205
C -1.4182 4.2374 5.1582 -0.214
C -2.5672 4.7796 5.8000 -0.904
C -3.8060 4.7456 5.1431 -0.458
C -3.9039 4.1993 3.8594 -0.722
C -2.7731 3.6526 3.2427 -0.403
H -0.0643 4.0977 1.3982 0.337
H 0.4358 1.8308 5.5061 0.556
H 2.5989 2.0913 6.6884 0.433
H 4.3519 3.6332 5.7550 0.400
H 3.8732 4.8937 3.6412 0.419
H 1.7265 4.5890 2.4587 0.318
H -0.4600 4.3026 5.6352 0.488
H -2.4475 5.2063 6.7862 0.438
H -4.6863 5.1600 5.6542 0.377
H -4.8716 4.1945 3.3387 0.357
H -2.8570 3.2542 2.2220 0.242
```

Results
Maximum force ... 5.8 eV Å⁻¹
Electronic energy ... -71124.037 eV
HOMO energy (spin up / spin down) ... -10.97 / -10.76 eV
Net charge ... +2
Frontier orbital gap (spin up / spin down) ... 2.7 / 2.4 eV
Molar mass ... 837.99 g mol⁻¹

=====

No. 2
Here is C54H64N5O3RuS2Si as an isolated structure from OMol25. Energies are from ωB97M-V/def2-TZVPD.

The geometry in XYZ format:
```
130
Properties=species:S:1:pos:R:3:mulliken_charge:R:1
Ru -0.5958 -0.1416 0.1542 0.704
C -0.2177 0.5214 -6.5620 -1.206
O -0.5000 -0.4513 -5.6215 0.299
C -1.3064 -1.4052 -5.9879 0.833
C -1.7169 -1.5778 -7.2671 -0.803
C -2.4890 -2.7060 -7.6121 -0.636
C -2.8256 -3.6533 -6.6560 -0.752
C -2.3991 -3.4597 -5.3359 -0.647
C -1.6693 -2.3500 -4.9707 0.538
N -1.1587 -2.2632 -3.6509 0.792
C -1.1464 -1.2656 -2.6986 -1.031
N -1.5719 -0.0985 -3.1031 0.670
C -1.3722 1.1615 -2.5344 -0.025
C -0.8207 1.3408 -1.2836 -0.035
C -0.7075 2.6445 -0.8774 0.805
C -1.1452 3.7159 -1.7137 -1.642
C -1.6825 3.4624 -2.9671 -0.086
C -1.7963 2.1774 -3.3685 0.151
O -2.3745 1.8603 -4.6025 -0.571
C -3.7715 1.7176 -4.5367 -0.863
N -0.7794 -1.5012 -1.4731 0.879
C -0.4611 -2.8050 -1.1383 0.304
C 0.8825 -3.0678 -0.6698 -0.042
C 1.2930 -4.3364 -0.2800 -1.098
C 0.3953 -5.3785 -0.3249 -0.603
C -0.8879 -5.1465 -0.7613 -0.994
C -1.3205 -3.8741 -1.1769 0.528
O -2.6073 -3.8492 -1.6419 -0.536
C -3.4258 -2.7017 -1.4446 -0.265
H 0.3850 1.3059 -6.0348 0.272
H -1.1954 0.9758 -6.9850 0.442
H 0.4194 0.0386 -7.4191 0.327
H -1.4099 -0.8133 -8.0622 0.266
H -2.8227 -2.8394 -8.6891 0.264
H -3.4339 -4.5634 -6.9277 0.301
H -2.6580 -4.1967 -4.5284 0.376
H -1.0756 -3.1834 -3.2305 0.573
H -1.7828 -0.0356 -4.0786 -0.087
H -0.3117 2.8487 0.1132 0.559
H -1.0665 4.7635 -1.3542 0.255
H -2.0418 4.2804 -3.6385 0.295
H -4.1129 1.4477 -5.5883 0.266
H -4.2509 2.6960 -4.2108 0.367
H -4.0780 0.9023 -3.8080 0.168
H 1.5703 -2.2367 -0.6023 0.109
H 2.3259 -4.4941 0.0992 0.286
H 0.6908 -6.3907 0.0051 0.315
H -1.6388 -5.9626 -0.7791 0.283
H -4.4321 -3.0808 -1.1503 0.354
H -3.5026 -2.1078 -2.4099 0.118
H -3.0058 -2.0488 -0.6472 -0.085
C -4.7161 2.5374 3.6829 -1.681
C -4.0441 2.3291 2.3562 0.344
S -2.7491 3.3480 1.9589 -0.261
C -4.5432 1.2901 1.5245 0.477
C -5.7795 0.5899 1.9832 -1.613
S -3.8040 0.6952 0.1192 -0.008
H -4.0693 3.1702 4.3222 0.358
H -4.9111 1.5750 4.2048 0.287
H -5.6958 3.0590 3.5580 0.375
H -6.4797 1.2530 2.5413 0.360
H -5.5095 -0.2624 2.6539 0.234
H -6.3034 0.1643 1.0973 0.344
C 1.3681 0.0072 1.0644 -1.129
Si 3.0369 0.5671 0.4467 -1.534
C 3.5870 -0.2355 -1.1677 -0.912
N 2.7902 -0.0605 -2.3082 0.555
C 2.8886 1.2266 -2.8368 0.366
C 2.8674 1.2393 -4.3218 -0.470
C 3.9655 0.4107 -4.8990 -0.608
C 3.9885 -0.9961 -4.2584 -0.898
C 2.8532 -1.1162 -3.2763 0.372
C 3.2297 2.4290 0.3816 0.621
C 2.2408 3.2295 0.9203 -0.461
C 2.3739 4.6298 0.9502 -0.514
C 3.5088 5.2219 0.4219 -0.567
C 4.5031 4.4172 -0.1184 -0.761
C 4.3440 3.0293 -0.1338 0.380
C 4.4546 0.0077 1.5761 0.469
C 4.7112 -1.3439 1.6589 -0.339
C 5.7201 -1.8612 2.4706 -0.705
C 6.4998 -0.9939 3.2289 -0.405
C 6.2451 0.3697 3.1657 -0.760
C 5.2244 0.8494 2.3372 -0.138
H 1.1273 0.5069 2.0141 0.958
H 1.5251 -1.0658 1.3096 0.175
H 3.5691 -1.3329 -0.9332 0.603
H 4.6814 0.0419 -1.3457 0.261
H 3.8603 1.7036 -2.4955 0.055
H 2.0262 1.8506 -2.4268 -0.380
H 2.9376 2.3157 -4.6722 0.596
H 1.9420 0.8640 -4.6421 -0.499
H 4.9471 0.9360 -4.6952 0.278
H 3.8608 0.3450 -6.0363 0.385
H 4.9784 -1.1651 -3.7260 0.271
H 3.8865 -1.8177 -5.0401 0.369
H 2.8699 -2.1165 -2.6911 0.310
H 1.9072 -1.1127 -3.8567 -0.496
H 1.3305 2.7553 1.3275 0.153
H 1.5619 5.2509 1.3668 0.421
H 3.6203 6.3196 0.4243 0.307
H 5.4118 4.8756 -0.5466 0.338
H 5.1471 2.4018 -0.5714 0.297
H 4.0835 -2.0384 1.0763 0.174
H 5.8959 -2.9466 2.5156 0.370
H 7.3006 -1.3817 3.8717 0.323
H 6.8447 1.0701 3.7636 0.345
H 5.0326 1.9342 2.2876 0.284
C -1.8932 -4.4204 4.3100 -1.082
N -1.7022 -4.1752 2.9210 0.266
C -2.9483 -3.8627 2.3047 -0.559
C -0.6830 -3.2083 2.5959 -0.347
C -0.8982 -1.8088 3.0377 1.235
C -0.8653 -1.5432 4.4075 -0.624
C -1.1538 -0.2815 4.9271 -1.098
C -1.4519 0.7229 4.0355 -0.569
C -1.3846 0.4294 2.6800 0.951
C -1.1141 -0.8134 2.1579 -0.213
H -2.5428 -5.3171 4.4305 0.364
H -2.3713 -3.5686 4.8611 0.369
H -0.9144 -4.6370 4.7958 0.290
H -3.7112 -4.6182 2.6113 0.423
H -2.8402 -3.9080 1.2093 -0.068
H -3.3251 -2.8429 2.5785 0.206
H -0.5884 -3.1889 1.4703 -1.066
H 0.2618 -3.6165 3.0148 0.596
H -0.5923 -2.3494 5.1012 0.395
H -1.1322 -0.0951 6.0123 0.274
H -1.6968 1.7433 4.3740 0.346
H -1.5473 1.2416 2.0013 -0.463
```

Results
Expectation value of S² ... 1.221
Maximum force ... 3.1 eV Å⁻¹
Electronic energy ... -102754.771 eV
2S+1 ... 2
HOMO energy (spin up / spin down) ... -0.47 / -0.59 eV
Net charge ... -2
Frontier orbital gap (spin up / spin down) ... 4.2 / 4.3 eV
Molar mass ... 1024.43 g mol⁻¹